[1]
ORCA calculation (ωB97M-V with the def2-TZVPD basis set) on a cluster of 2 separate species, C5H10N in total.

Computed properties:
Total charge: +1
HOMO energy in eV: -13.93
E_LUMO in eV: -4.016
Kohn-Sham gap in eV: 9.91

Last column: Mulliken charge in e.
Element x y z (Å)
1 C 2.42416 -0.19628 -0.65121  -0.192
2 C 2.10251 1.12084 -0.40649  -0.255
3 C 1.63547 0.13087 0.53441  -0.083
4 C -1.22211 0.14818 -1.01371  -1.040
5 C -1.29904 -0.83427 1.24902  -0.931
6 N -0.62854 0.12908 0.30999  -0.237
7 H 2.84833 -0.82893 -1.48745  0.369
8 H 2.19334 2.09558 -0.73258  0.434
9 H 1.48109 0.00981 1.52720  0.499
10 H -2.36030 0.04005 -0.87868  0.296
11 H -1.08310 0.87785 -1.74903  0.415
12 H -0.99416 -0.69004 -1.68305  0.377
13 H -1.26512 -1.78628 0.80384  0.394
14 H -0.85371 -0.78382 2.28909  0.288
15 H -2.30915 -0.51947 1.33826  0.372
16 H -0.66967 1.08684 0.55040  0.291

=====

[2]
ORCA calculation (ωB97M-V with the def2-TZVPD basis set) on a cluster of 2 separate species, C5H10N2 in total.

Computed properties:
Total charge: 0
HOMO energy (alpha / beta) in eV: -8.27 / -8.27
E_LUMO (alpha / beta) in eV: -0.459 / -0.459
Structure (SMILES): CC(C)=N.CC#N
Kohn-Sham gap (alpha / beta) in eV: 7.81 / 7.81

Last column: Mulliken charge in e.
Element x y z (Å)
1 C 0.66338 -0.10194 1.54031  -1.398
2 C 1.45901 -1.31672 -0.58780  -1.225
3 C 0.64661 0.06813 0.03150  0.808
4 N 1.07384 1.16541 -0.49300  -0.708
5 H 0.74736 1.41970 -1.42291  0.255
6 H 1.67881 -0.24878 1.90203  0.383
7 H 0.22283 0.78092 2.00267  0.345
8 H 1.14087 -2.26405 -0.16433  0.328
9 H 1.44190 -1.30879 -1.67276  0.322
10 H 2.45979 -1.09208 -0.22238  0.427
11 H 0.07049 -0.97377 1.81271  0.385
12 C -2.09502 1.09913 -0.41846  -1.042
13 C -1.35912 -0.17299 -0.37266  0.663
14 N -1.39481 -1.32589 -0.67258  -0.477
15 H -2.44118 1.36987 0.57973  0.272
16 H -2.93163 1.03212 -1.11131  0.328
17 H -1.38314 1.86974 -0.73077  0.334

=====

[3]
ORCA calculation (ωB97M-V with the def2-TZVPD basis set) on the molecule C5H10N2.

Computed properties:
Total charge: 0
HOMO energy in eV: -8.09
E_LUMO in eV: 1.062
Structure (SMILES): C=CN(C)CN=C
Kohn-Sham gap in eV: 9.16

Last column: Mulliken charge in e.
Element x y z (Å)
1 C 0.62250 0.57027 -1.07408  -0.545
2 C -0.94526 1.54264 0.53402  -0.882
3 N -0.67477 0.48608 -0.42345  -0.085
4 C -0.77671 -0.98428 0.11704  -0.078
5 C 1.98765 -0.19150 0.72013  -0.309
6 C -1.08851 -2.07278 -0.59858  -0.750
7 N 1.37116 -0.48390 -0.36532  -0.381
8 H 0.52435 0.26660 -2.12070  0.239
9 H 1.09436 1.55618 -1.00537  0.419
10 H -1.09783 -0.92824 1.15523  0.333
11 H -0.83275 2.52865 0.07127  0.333
12 H -0.27284 1.51021 1.40791  0.326
13 H -1.96938 1.43749 0.90444  0.331
14 H 2.48490 -0.98575 1.28408  0.298
15 H 1.99642 0.80896 1.16359  0.247
16 H -0.70783 -2.21722 -1.60247  0.232
17 H -1.71546 -2.84343 -0.16775  0.270

=====

[4]
ORCA calculation (ωB97M-V with the def2-TZVPD basis set) on the molecule C5H10N2.

Computed properties:
Total charge: 0
HOMO energy in eV: -8.92
E_LUMO in eV: 1.027
Structure (SMILES): [H]/N=N/CC1(C)CC1
Kohn-Sham gap in eV: 9.95

Last column: Mulliken charge in e.
Element x y z (Å)
1 C -0.54532 -1.01139 -1.12830  -0.667
2 C -0.39056 -1.85197 0.10266  -0.721
3 C 0.18315 -0.45447 0.01616  1.137
4 C 1.66354 -0.27181 0.11803  -1.301
5 C -0.59502 0.67776 0.68743  -1.066
6 N -0.60864 2.91555 0.26505  -0.671
7 N -0.70637 1.82610 -0.32475  0.144
8 H -0.04939 -0.92668 -2.05416  0.342
9 H -1.62726 -0.65741 -1.16900  0.194
10 H -1.40220 -1.86792 0.55700  0.211
11 H 0.24144 -2.73858 0.27049  0.310
12 H 2.18284 -0.62576 -0.79514  0.330
13 H 2.08355 -0.82977 1.00259  0.283
14 H 2.17234 0.76895 0.31603  0.319
15 H -0.17415 0.97329 1.56972  0.541
16 H -1.62281 0.35341 0.84698  0.386
17 H -0.80515 3.72068 -0.28078  0.230

=====

[5]
ORCA calculation (ωB97M-V with the def2-TZVPD basis set) on a cluster of 2 separate species, C5H10N2 in total.

Computed properties:
Total charge: 0
HOMO energy (alpha / beta) in eV: -7.63 / -7.59
E_LUMO (alpha / beta) in eV: 0.156 / 0.254
Kohn-Sham gap (alpha / beta) in eV: 7.78 / 7.84

Last column: Mulliken charge in e.
Element x y z (Å)
1 C -0.41414 0.13896 1.45654  -0.769
2 C 0.41577 -0.49950 0.41638  -0.001
3 C -0.89092 0.15084 -0.09884  0.494
4 C 2.77682 0.07032 -0.06373  -0.671
5 C -1.49511 1.28883 -1.01952  -1.104
6 N -0.18241 -1.78926 0.23559  -0.386
7 N -1.32903 -1.12075 -0.43407  -0.321
8 H -0.86760 -0.46564 2.23495  0.277
9 H 0.02963 1.03112 1.90256  0.267
10 H 2.94065 0.23473 0.93060  0.327
11 H 2.68538 0.88625 -0.75250  0.265
12 H 3.08831 -0.97639 -0.44366  0.234
13 H -1.95794 2.07096 -0.46307  0.324
14 H -2.35946 0.94603 -1.65765  0.321
15 H -0.56047 1.69891 -1.44729  0.237
16 H 0.36784 -2.26709 -0.52613  0.309
17 H -2.24732 -1.39832 -0.27017  0.195

=====

[6]
ORCA calculation (ωB97M-V with the def2-TZVPD basis set) on the molecule C5H10N2.

Computed properties:
Total charge: 0
HOMO energy in eV: -6.33
E_LUMO in eV: 1.035
Structure (SMILES): C/C(N)=C\C=C/N
Kohn-Sham gap in eV: 7.36

Last column: Mulliken charge in e.
Element x y z (Å)
1 C 0.37468 1.68931 -0.19022  -1.390
2 C -0.07989 0.34520 -0.69644  0.727
3 N -1.27571 0.40526 -1.40283  -0.448
4 N -0.92454 -1.19061 1.56761  -0.403
5 C 0.77884 -0.76503 -0.88221  -0.691
6 C 0.40193 -0.74552 1.38226  -0.671
7 C 1.24206 -1.21129 0.34749  -0.229
8 H -1.48774 -0.37268 -2.00864  0.241
9 H -1.57383 1.29861 -1.76782  0.212
10 H -1.32645 -1.57612 0.72226  0.272
11 H -1.52737 -0.59178 2.12078  0.199
12 H 0.88169 -1.28820 -1.83272  0.387
13 H 0.84433 -0.43843 2.33080  0.357
14 H 2.20839 -1.67908 0.51770  0.357
15 H 0.54845 2.36968 -1.03550  0.390
16 H 1.29473 1.59487 0.37846  0.360
17 H -0.37956 2.15582 0.44903  0.331

=====

It is found that the ΔE to the lowest compared entry with this formula, charge and spin values, taken in the order of the records, are 4.278; 3.620; 3.449; 3.235; 7.552; 2.698 eV.
It is found that the maximum force values, taken in the order of the records, are 6.45; 6.74; 4.04; 3.51; 5.21; 1.49 eV/A.